Record 1
CH5N3OS | ωB97M-V with the def2-TZVPD basis set

Calculated values
HOMO level (spin up / spin down)   -7.782 / -8.433 eV
Electronic energy   -18467.288 eV
Orbital gap (spin up / spin down)   8.0 / 8.4 eV
ΔE to the lowest compared entry with this formula, charge and spin   72.6 kcal/mol

CARTESIAN COORDINATES (ANGSTROEM)
S (-0.668, -1.339, 1.852)
O (-0.716, -0.265, 2.812)
N (-1.255, -0.547, 0.479)
N (1.589, -0.603, 0.754)
N (0.886, -0.019, -0.319)
C (-0.369, 0.570, 0.163)
H (2.418, -1.123, 0.484)
H (-1.329, -1.214, -0.216)
H (-0.282, 1.137, 1.057)
H (0.760, -0.636, -1.221)
H (-0.794, 1.069, -0.769)

natural (NBO) atomic charge list, values in e, 6 entries: S 1.206; O -0.892; N -0.799; N -0.511; N -0.404; C -0.095

---

Record 2
C5H9NO | ωB97M-V with the def2-TZVPD basis set

Calculated values
HOMO level   -8.417 eV
Electronic energy   -8864.029 eV
Orbital gap   9.4 eV
ΔE to the lowest compared entry with this formula, charge and spin   119.5 kcal/mol

CARTESIAN COORDINATES (ANGSTROEM)
O (0.021, -0.841, 1.408)
N (-1.543, -1.291, -0.776)
C (-1.000, -0.404, -0.096)
C (-1.660, 0.791, 0.521)
C (0.751, 0.421, -0.764)
C (0.917, -0.804, 0.469)
C (1.906, 0.251, 0.239)
H (2.872, -0.024, -0.182)
H (-0.973, 1.359, 1.144)
H (-1.010, -2.052, -1.172)
H (-2.482, 0.425, 1.138)
H (0.318, 1.415, -0.754)
H (1.945, 1.020, 1.008)
H (1.086, -1.707, -0.141)
H (-2.066, 1.416, -0.281)
H (0.917, 0.024, -1.762)

natural (NBO) atomic charge list, values in e, 6 entries: O -0.668; N -0.743; C 0.596; C -0.680; C -0.497; C 0.291

---

Record 3
C12H16N2O | ωB97M-V with the def2-TZVPD basis set

Calculated values
HOMO level   -8.187 eV
Electronic energy   -17730.281 eV
Orbital gap   9.0 eV
SMILES   CCc1c[nH]cn1.Cc1ccc(O)cc1
ΔE to the lowest compared entry with this formula, charge and spin   42.5 kcal/mol

CARTESIAN COORDINATES (ANGSTROEM)
O (0.378, 4.297, 0.924)
N (0.379, -2.506, 0.110)
N (0.906, -4.638, 0.301)
C (-1.764, 3.408, 0.255)
C (-0.478, 1.626, -1.384)
C (0.249, 2.564, -0.676)
C (-0.395, 3.509, 0.117)
C (2.428, -1.427, 0.986)
C (2.004, -3.947, 0.775)
C (-2.523, 2.412, -0.382)
C (1.633, -2.625, 0.633)
C (0.007, -3.746, -0.184)
C (1.625, -0.261, 1.618)
C (-2.705, 0.542, -2.080)
C (-1.869, 1.528, -1.209)
H (-0.941, -4.180, -0.456)
H (-3.560, 2.362, -0.084)
H (-0.088, 5.052, 1.256)
H (3.029, -4.216, 0.929)
H (-2.234, -0.427, -1.914)
H (0.891, -5.650, 0.364)
H (0.012, 1.023, -2.131)
H (0.615, -0.669, 1.752)
H (-2.510, 0.867, -3.101)
H (3.116, -1.018, 0.250)
H (-3.760, 0.583, -1.846)
H (1.311, 2.505, -0.856)
H (1.511, 0.536, 0.896)
H (1.873, 0.153, 2.587)
H (-2.300, 4.145, 0.821)
H (3.160, -1.802, 1.729)

natural (NBO) atomic charge list, values in e, 6 entries: O -0.676; N -0.467; N -0.515; C -0.277; C -0.196; C -0.256